[1]
Entry from the Open Molecules 2025 dataset: a structure of composition C48H46As2I2N5O4PbS (the ωB97M-V functional and the def2-TZVPD basis).

Computed properties:
HOMO level (alpha / beta) = -10.4 / -10.4 eV
HOMO-LUMO gap (alpha / beta) = 5.20 / 5.05 eV

```
! wB97M-V def2-TZVPD RIJCOSX def2/J DEFGRID3
* xyz 1 1
Pb 0.098 0.220 0.404
I 6.465 -4.628 -0.155
C 5.125 -3.082 -0.226
C 4.919 -2.392 -1.423
C 4.022 -1.352 -1.467
I 3.645 -0.357 -3.213
C 3.292 -0.945 -0.274
O 2.517 0.032 -0.306
C 3.501 -1.720 0.942
C 2.728 -1.367 2.179
N 1.294 -1.611 2.007
C 0.945 -2.992 1.693
C 0.775 -3.235 0.208
C 0.969 -4.510 -0.309
C 0.807 -4.718 -1.667
C 0.461 -3.646 -2.473
C 0.280 -2.408 -1.883
N 0.432 -2.207 -0.569
C 4.405 -2.739 0.942
H 5.464 -2.684 -2.309
H 2.861 -0.310 2.420
H 3.135 -1.956 3.010
H 0.796 -1.299 2.833
H 0.018 -3.249 2.213
H 1.711 -3.686 2.062
H 1.254 -5.320 0.349
H 0.958 -5.702 -2.090
H 0.326 -3.753 -3.539
H 0.025 -1.534 -2.466
H 4.580 -3.310 1.845
C -4.294 -0.749 1.513
C -4.457 -0.089 0.151
As -2.899 -0.085 -1.067
C -3.692 0.967 -2.478
C -3.078 2.169 -2.813
C -3.642 2.992 -3.780
C -4.814 2.613 -4.414
C -5.430 1.413 -4.082
C -4.872 0.593 -3.114
C -2.973 -1.885 -1.794
C -3.004 -2.132 -3.162
C -2.953 -3.434 -3.641
C -2.865 -4.501 -2.762
C -2.813 -4.263 -1.395
C -2.857 -2.964 -0.916
As -2.578 -0.344 2.384
C -2.854 1.529 2.818
C -3.282 1.977 4.060
C -3.416 3.338 4.299
C -3.119 4.257 3.304
C -2.677 3.816 2.064
C -2.541 2.457 1.825
C -2.774 -1.210 4.102
C -3.907 -1.913 4.500
C -3.948 -2.526 5.746
C -2.866 -2.432 6.607
C -1.735 -1.725 6.222
C -1.689 -1.125 4.973
H -4.370 -1.836 1.442
H -5.091 -0.409 2.179
H -4.685 0.973 0.279
H -5.303 -0.532 -0.379
H -2.164 2.466 -2.317
H -3.166 3.928 -4.038
H -5.252 3.252 -5.169
H -6.345 1.119 -4.578
H -5.357 -0.344 -2.865
H -3.078 -1.307 -3.862
H -2.989 -3.612 -4.708
H -2.834 -5.515 -3.138
H -2.737 -5.089 -0.700
H -2.785 -2.797 0.153
H -3.516 1.270 4.848
H -3.754 3.682 5.268
H -3.228 5.316 3.495
H -2.427 4.526 1.287
H -2.175 2.132 0.854
H -4.768 -1.993 3.848
H -4.833 -3.073 6.045
H -2.904 -2.905 7.579
H -0.892 -1.640 6.895
H -0.808 -0.556 4.688
S 0.967 4.152 3.132
C 0.801 2.525 2.975
N 0.680 1.381 2.826
C 3.680 3.408 -1.672
C 2.783 4.624 -1.498
C 1.297 4.351 -1.812
C 0.489 5.652 -1.647
C -0.999 5.476 -1.896
C 1.203 3.900 -3.265
O 1.465 4.635 -4.186
N 0.827 2.594 -3.487
C 0.427 1.692 -2.513
O 0.113 0.549 -2.833
N 0.360 2.103 -1.227
C 0.782 3.314 -0.829
O 0.754 3.589 0.375
H 4.702 3.634 -1.372
H 3.712 3.080 -2.712
H 3.335 2.564 -1.069
H 3.106 5.437 -2.151
H 2.825 4.985 -0.469
H 0.906 6.382 -2.342
H 0.665 6.015 -0.633
H -1.188 5.132 -2.914
H -1.533 6.416 -1.768
H -1.438 4.752 -1.204
H 0.768 2.285 -4.447
*
```

---

[2]
Entry from the Open Molecules 2025 dataset: a cluster of 10 separate species, C26H39FN11O4S3 in total at a distorted geometry (the ωB97M-V functional and the def2-TZVPD basis).

Computed properties:
HOMO level = -3.9 eV
HOMO-LUMO gap = 6.08 eV

```
! wB97M-V def2-TZVPD RIJCOSX def2/J DEFGRID3
* xyz -1 1
C 2.220 0.193 -0.026
C 1.711 -1.174 0.597
S 0.152 -0.945 1.582
C -0.911 -2.319 0.926
N -1.544 -2.037 -0.358
C -1.775 -3.227 -1.185
C -2.856 -4.246 -0.639
C -2.598 -1.057 -0.359
N -3.669 -1.296 -1.381
C -3.449 -0.742 -2.450
S -3.189 -0.247 -3.942
C -1.922 0.392 -0.771
O -0.772 0.382 -1.257
O -2.515 1.511 -0.578
S -3.500 -0.744 1.248
O -4.744 -0.088 0.889
O -2.819 0.167 2.152
F -3.994 -2.146 2.023
H 3.327 0.241 0.141
H 2.084 0.164 -1.140
H 1.716 1.078 0.396
H 1.478 -1.850 -0.261
H 2.452 -1.677 1.262
H -1.588 -2.736 1.724
H -0.173 -3.147 0.729
H -0.791 -3.795 -1.196
H -1.971 -2.998 -2.266
H -3.405 -3.906 0.268
H -3.612 -4.416 -1.456
H -2.360 -5.247 -0.503
C 1.787 -4.456 -3.323
C 0.886 -5.169 -2.426
N 0.175 -5.730 -1.720
H 1.245 -3.751 -3.954
H 2.536 -3.888 -2.767
H 2.320 -5.143 -3.982
C -2.327 4.817 -3.707
C -2.488 3.819 -2.649
N -2.614 3.023 -1.816
H -2.762 5.776 -3.421
H -1.274 4.992 -3.938
H -2.815 4.501 -4.631
C -2.990 -1.068 5.150
C -2.711 -2.491 4.986
N -2.492 -3.611 4.857
H -3.634 -0.882 6.011
H -2.074 -0.495 5.300
H -3.491 -0.651 4.273
C 2.957 4.281 -0.126
C 2.806 3.256 0.899
N 2.687 2.449 1.706
H 2.542 5.235 0.200
H 4.005 4.450 -0.372
H 2.449 4.003 -1.049
C -1.831 2.870 3.662
C -0.712 3.764 3.947
N 0.166 4.471 4.172
H -2.778 3.411 3.645
H -1.718 2.381 2.692
H -1.917 2.085 4.414
C 6.635 3.399 -2.459
C 5.197 3.176 -2.570
N 4.067 3.000 -2.657
H 7.200 2.555 -2.856
H 6.944 4.288 -3.010
H 6.938 3.536 -1.420
C -4.943 -7.546 -1.191
C -4.349 -7.014 -2.412
N -3.880 -6.592 -3.371
H -4.932 -6.806 -0.389
H -5.980 -7.843 -1.349
H -4.402 -8.423 -0.834
C 1.508 8.244 0.455
C 2.314 8.027 -0.743
N 2.948 7.853 -1.684
H 2.134 8.359 1.341
H 0.898 9.144 0.367
H 0.833 7.407 0.639
C 5.705 -1.923 2.795
C 5.564 -1.703 1.359
N 5.454 -1.528 0.231
H 6.663 -1.554 3.162
H 4.920 -1.410 3.354
H 5.644 -2.983 3.043
*
```

---

[3]
Entry from the Open Molecules 2025 dataset: a cluster of 12 separate species, C20H19Cl33O3S in total at a distorted geometry (the ωB97M-V functional and the def2-TZVPD basis).

Computed properties:
HOMO level = -9.3 eV
SMILES string = O=C1O[C@@H](S)[C@@H](c2ccccc2)O1.ClC(Cl)Cl.ClC(Cl)Cl.ClC(Cl)Cl.ClC(Cl)Cl.ClC(Cl)Cl.ClC(Cl)Cl.ClC(Cl)Cl.ClC(Cl)Cl.ClC(Cl)Cl.ClC(Cl)Cl.ClC(Cl)Cl
HOMO-LUMO gap = 9.15 eV

```
! wB97M-V def2-TZVPD RIJCOSX def2/J DEFGRID3
* xyz 0 1
O -1.993 4.181 0.785
C -1.555 3.012 0.853
O -2.290 1.939 0.190
C -1.353 0.837 0.274
S -0.123 1.203 -1.108
C -0.779 1.116 1.785
C 0.330 -0.025 1.916
C 1.852 0.158 1.511
C 2.809 -1.081 1.662
C 2.322 -2.472 2.170
C 0.819 -2.657 2.587
C -0.181 -1.432 2.457
O -0.392 2.497 1.570
H -1.716 -0.243 0.182
H 0.749 0.102 -1.202
H -1.730 1.047 2.424
H 2.223 1.173 1.115
H 3.901 -0.914 1.349
H 3.001 -3.401 2.270
H 0.427 -3.661 2.951
H -1.290 -1.512 2.745
C -2.775 -4.065 4.232
Cl -1.338 -3.455 3.389
Cl -3.922 -4.763 3.078
Cl -2.318 -5.259 5.456
H -3.260 -3.228 4.733
C -1.404 4.052 -3.740
Cl -1.944 5.688 -4.151
Cl 0.287 3.821 -4.200
Cl -1.616 3.738 -2.014
H -2.011 3.341 -4.298
C 4.006 2.402 -3.633
Cl 3.586 3.515 -4.944
Cl 2.890 1.028 -3.602
Cl 5.678 1.846 -3.801
H 3.916 2.937 -2.688
C -2.926 -5.127 -1.139
Cl -2.036 -6.593 -1.578
Cl -4.652 -5.478 -0.962
Cl -2.279 -4.431 0.353
H -2.803 -4.399 -1.940
C 3.740 -2.711 -3.225
Cl 4.716 -1.396 -3.895
Cl 4.646 -4.231 -3.242
Cl 3.214 -2.318 -1.580
H 2.855 -2.832 -3.847
C -5.762 -9.130 -0.319
Cl -4.868 -10.593 -0.761
Cl -7.487 -9.485 -0.142
Cl -5.114 -8.431 1.171
H -5.642 -8.400 -1.120
C -0.888 6.074 -7.865
Cl -2.174 6.406 -9.035
Cl 0.060 4.665 -8.366
Cl 0.156 7.490 -7.671
H -1.349 5.854 -6.902
C 2.294 4.910 0.461
Cl 2.566 6.644 0.686
Cl 1.883 4.556 -1.223
Cl 3.721 3.988 0.959
H 1.456 4.610 1.088
C -2.555 -10.939 2.151
Cl -1.755 -9.506 1.491
Cl -1.506 -12.358 2.009
Cl -3.015 -10.673 3.839
H -3.460 -11.122 1.573
C 2.011 10.269 2.518
Cl 1.474 11.905 2.110
Cl 3.707 10.041 2.069
Cl 1.776 9.950 4.243
H 1.408 9.560 1.953
C 2.706 4.447 4.822
Cl 4.221 4.897 4.022
Cl 1.545 3.802 3.651
Cl 3.008 3.269 6.107
H 2.278 5.341 5.271
*
```

---

[4]
Entry from the Open Molecules 2025 dataset: a structure of composition C22H17Co2N2O6 at a distorted geometry (the ωB97M-V functional and the def2-TZVPD basis).

Computed properties:
HOMO level = -3.7 eV
relative energy (zero: lowest compared OMol25 entry of this formula, charge and spin) = 27.3 kJ/mol
HOMO-LUMO gap = 5.83 eV

```
! wB97M-V def2-TZVPD RIJCOSX def2/J DEFGRID3
* xyz -1 1
O 3.658 4.345 0.993
C 2.758 3.805 1.481
Co 1.166 3.401 2.363
C 0.894 5.071 2.897
O 0.694 6.127 3.323
C 0.026 3.366 1.039
O -0.809 3.425 0.240
C 1.513 2.212 3.629
C 0.147 2.276 3.328
C -1.036 1.767 3.740
C -2.201 1.576 2.905
C -3.465 2.031 3.360
C -4.581 1.907 2.544
C -4.477 1.226 1.318
C -3.247 0.707 0.896
C -2.100 0.957 1.638
Co 2.480 1.285 2.260
C 4.211 1.399 2.321
O 5.354 1.568 2.334
C 1.844 0.910 0.653
O 1.532 0.740 -0.449
C 2.563 -0.246 3.075
O 2.660 -1.252 3.635
H 1.950 2.215 4.625
H -1.166 1.635 4.819
H -3.532 2.531 4.332
H -5.530 2.333 2.872
H -5.364 1.099 0.698
H -3.172 0.145 -0.037
H -1.109 0.684 1.257
C 0.242 -3.013 -5.811
N 0.554 -3.628 -4.537
C 0.958 -5.019 -4.623
C 0.444 -2.975 -3.344
C 0.624 -3.647 -2.103
C 0.429 -2.934 -0.909
N 0.046 -1.646 -0.851
C -0.045 -0.998 -2.023
C 0.136 -1.591 -3.276
H -0.360 -2.110 -5.689
H 1.168 -2.763 -6.351
H -0.328 -3.731 -6.412
H 1.743 -5.254 -3.893
H 0.103 -5.697 -4.460
H 1.350 -5.181 -5.633
H 0.895 -4.705 -2.065
H 0.592 -3.441 0.045
H -0.262 0.065 -1.985
H 0.049 -0.976 -4.170
*
```

---

What molecular weight values result from the calculations? In sequence: 1399.85, 684.87, 1509.38, 523.25 g/mol.